A single C22H21N5OS3 molecule, computed with the ωB97M-V functional and the def2-TZVPD basis.

Geometry as ORCA input:
```
! RIJCOSX wB97M-V def2-TZVPD def2/J DEFGRID3
* xyz 0 1
C -2.83320 -0.72104 -1.35615
C -3.00315 0.58852 -1.37421
C -3.62265 1.34677 -0.25627
S -2.33882 2.32420 0.62592
C -1.59440 1.02073 1.48851
N -2.09291 -0.17566 1.64211
N -1.22178 -0.88803 2.36952
C -0.20985 -0.12610 2.66649
C 1.02799 -0.55626 3.35076
S 1.53375 -2.21067 2.76000
C 1.27085 -2.02670 1.04266
N 1.14094 -0.84381 0.53886
C 0.85431 -0.80220 -0.77813
S 0.57132 0.67564 -1.62337
C 0.28471 -0.20207 -3.10652
C 0.39981 -1.54577 -2.94892
C 0.73232 -1.90652 -1.61194
C 0.92282 -3.22362 -1.05662
O 0.86885 -4.29289 -1.62190
N 1.19574 -3.17172 0.32234
C 0.20328 -2.50633 -4.07620
C -0.52031 -1.82700 -5.23724
C 0.12470 -0.47829 -5.54959
C -0.06870 0.48700 -4.37805
N -0.39095 1.12830 2.13530
C 0.44050 2.25452 2.27085
C 0.82798 2.98112 1.15306
C 1.65074 4.08138 1.30935
C 2.08741 4.45744 2.56867
C 1.69606 3.73189 3.68134
C 0.87122 2.63114 3.53835
H -3.14998 -1.31402 -0.51519
H -2.36479 -1.24562 -2.17168
H -2.65532 1.19057 -2.20391
H -4.07393 0.68954 0.48356
H -4.33522 2.09170 -0.60957
H 1.83886 0.14557 3.15496
H 0.88580 -0.68559 4.42435
H 1.29829 -4.06306 0.79374
H 1.18377 -2.86636 -4.40226
H -0.34870 -3.37735 -3.71931
H -1.56911 -1.67026 -4.97494
H -0.48718 -2.47142 -6.11673
H 1.19202 -0.62399 -5.72700
H -0.31281 -0.04803 -6.45177
H -1.11387 0.81264 -4.33685
H 0.54505 1.38126 -4.50815
H 0.49287 2.67957 0.17416
H 1.95371 4.64436 0.44003
H 2.73033 5.31666 2.68450
H 2.02879 4.02422 4.66585
H 0.54778 2.07160 4.40405
*
```

Summary:
E_HOMO: -7.93 eV

A molecular structure, C22H21N7O3PPbS2Te, computed with the ωB97M-V functional and the def2-TZVPD basis.

Geometry as ORCA input:
```
! RIJCOSX wB97M-V def2-TZVPD def2/J DEFGRID3
* xyz -1 1
Pb 0.98544 -0.50437 0.20799
N -3.35701 1.54536 0.69637
C -2.29287 0.73394 0.54269
N -1.08844 1.15734 0.37550
C -0.81124 2.51024 0.34561
N 0.39426 2.99189 0.39265
N 1.41460 2.10023 0.39058
C 2.50885 2.45795 0.94046
C 3.67364 1.57583 0.93521
C 4.90695 2.04422 1.39071
C 5.99697 1.19526 1.37144
C 5.83354 -0.10120 0.90590
C 4.57205 -0.49282 0.48422
N 3.52540 0.31757 0.49220
C -1.93933 3.44091 0.34890
C -1.78477 4.81792 0.19280
C -2.87458 5.65799 0.29813
C -4.13664 5.13202 0.56368
C -4.31494 3.77001 0.69875
C -3.21906 2.91810 0.58463
H -4.26842 1.14570 0.84509
H -2.47334 -0.33799 0.54088
H 2.58888 3.42112 1.44554
H 4.99256 3.06212 1.74868
H 6.96745 1.52677 1.71737
H 6.66333 -0.79346 0.89162
H 4.38692 -1.50496 0.14236
H -0.79278 5.20130 0.00062
H -2.74522 6.72575 0.18006
H -4.98586 5.79433 0.66999
H -5.29879 3.35781 0.88755
S 0.21097 -0.60615 2.71715
C 0.69469 -2.28398 2.66983
S 1.92430 -2.72841 1.55234
C 0.09528 -3.20377 3.51198
C -0.94523 -2.83509 4.40409
N -1.80463 -2.55857 5.12295
C 0.46818 -4.57318 3.50961
N 0.74909 -5.69192 3.53348
C -0.48798 0.26337 -4.48751
C -1.02722 -1.06150 -3.98438
O -0.74909 -1.16887 -2.59106
P -1.68928 -2.11785 -1.62761
O -1.10634 -1.91700 -0.26816
Te -3.97274 -1.70921 -1.94232
O -1.37056 -3.59646 -2.21104
C -0.10382 -4.19602 -1.90744
C -0.23807 -5.20080 -0.78167
H -0.66466 0.35791 -5.55970
H 0.58388 0.33610 -4.29410
H -0.98757 1.08231 -3.96830
H -0.56302 -1.89867 -4.51795
H -2.10598 -1.11550 -4.15144
H 0.62861 -3.42827 -1.63466
H 0.23404 -4.67912 -2.82761
H -0.56584 -4.69894 0.12637
H 0.72855 -5.66388 -0.57898
H -0.96309 -5.97340 -1.04205
*
```

Summary:
E_HOMO: -4.69 eV
Energy relative to the best compared isomer or geometry (same formula, charge and spin): 18.52 kJ/mol

A single C22H21N7O3S2 molecule, computed with the ωB97M-V functional and the def2-TZVPD basis.

Geometry as ORCA input:
```
! RIJCOSX wB97M-V def2-TZVPD def2/J DEFGRID3
* xyz 0 1
C 2.73143 -3.92967 1.03122
O 1.60206 -3.15787 0.68104
C 1.71274 -2.30691 -0.36722
C 2.75904 -2.28781 -1.28265
C 2.76274 -1.37617 -2.32273
C 1.72754 -0.47284 -2.47964
C 0.67984 -0.47454 -1.57781
C 0.67482 -1.37695 -0.52723
N -0.36896 -1.33574 0.42292
C -0.28855 -1.05406 1.76097
C 0.96583 -0.65309 2.44704
N 1.59236 0.42692 1.71660
C 2.79047 0.26440 1.10868
O 3.49252 -0.71295 1.31481
C 3.21136 1.35538 0.18726
C 2.31826 2.22685 -0.43053
C 2.78875 3.17954 -1.31670
C 4.14230 3.27596 -1.59451
C 5.03407 2.40626 -0.98885
C 4.56901 1.44886 -0.10839
N -1.48210 -1.03258 2.28394
N -2.37467 -1.30702 1.31876
C -1.70851 -1.47979 0.20833
S -2.39687 -1.82545 -1.35357
C -4.01393 -0.97560 -1.14519
C -3.97553 0.26736 -2.00238
O -4.52401 0.34862 -3.07168
N -3.18552 1.30467 -1.55512
C -2.59101 1.48548 -0.33062
N -1.33685 1.73576 -0.17259
N -0.98666 1.93560 1.09388
C -1.95628 1.85429 1.93637
C -1.80652 1.95138 3.39943
S -3.49892 1.52408 1.18083
H 2.45912 -4.44308 1.95204
H 2.96488 -4.67032 0.26086
H 3.59459 -3.28227 1.20723
H 3.58170 -2.97528 -1.17813
H 3.59042 -1.37278 -3.01543
H 1.73934 0.23946 -3.28889
H -0.12356 0.24122 -1.66058
H 1.68220 -1.47967 2.47776
H 0.71746 -0.34633 3.46705
H 0.99777 1.21533 1.49183
H 1.25614 2.16179 -0.25306
H 2.09152 3.85046 -1.79677
H 4.50034 4.02407 -2.28661
H 6.08977 2.47330 -1.20655
H 5.24496 0.75402 0.36700
H -4.14149 -0.80074 -0.07970
H -4.78312 -1.64526 -1.52512
H -2.97811 2.00144 -2.26217
H -0.83056 2.36264 3.64268
H -1.89001 0.94649 3.81690
H -2.59051 2.57182 3.82748
*
```

Summary:
E_HOMO: -8.61 eV
Energy relative to the best compared isomer or geometry (same formula, charge and spin): 0.00 kJ/mol

Number 1: largest force on an atom 1.3 eV/A. Number 2: largest force on an atom 1.2 eV/A. Number 3: largest force on an atom 1.5 eV/A.